13
Properties=species:S:1:pos:R:3 method="wB97M-V/def2-TZVPD" total_charge=+1 energy_ha=-3199.29002 relative_energy_ev=2.3645 homo_energy_ev=-13.6 e_lumo_ev=-6.1 fmax_ev_per_a=4.3
C 0.307 -0.539 -0.865
C -0.490 0.257 1.212
C -1.630 -0.688 0.973
N 0.191 0.497 -0.103
N 0.891 -0.622 -2.080
S -1.202 -2.128 0.086
Br -2.990 0.439 -0.255
H -0.801 1.107 1.696
H 0.336 -0.130 1.968
H -2.258 -0.850 1.746
H 0.662 1.291 -0.355
H 1.288 0.220 -2.460
H 0.962 -1.590 -2.440